{
  "formula": "C4H20NO10",
  "method": "ωB97M-V/def2-TZVPD",
  "charge": -1,
  "species": ["O", "C", "C", "C", "C", "O", "O", "N", "H", "H", "H", "H", "H", "H", "H", "H", "O", "H", "H", "O", "H", "H", "O", "H", "H", "O", "H", "H", "O", "H", "H", "O", "H", "H", "O"],
  "coordinates": [[2.104569, 2.547116, 0.340042], [2.514215, 1.499959, -0.128621], [1.702972, 0.243552, -0.057091], [1.367007, -0.186594, 1.417614], [-0.003849, -0.857133, 1.221591], [-1.036438, -0.189480, 1.367245], [0.091985, -2.026605, 0.738702], [2.152651, -0.736745, -1.037369], [3.407927, 1.556425, -0.762335], [0.761030, 0.615998, -0.507069], [2.080102, -0.921167, 1.750274], [1.240428, 0.677389, 2.061419], [1.443314, -1.480411, -1.026336], [2.875909, -1.371822, -0.678928], [0.400102, 0.094860, -4.413828], [-1.111566, 0.347522, -4.140848], [-0.450334, 0.209140, -4.852481], [-1.527568, 0.589768, -1.460050], [-2.516259, -0.464352, -2.079405], [-1.747150, 0.090301, -2.241906], [0.608728, 4.038351, 0.281824], [0.247781, 3.248684, 1.476765], [-0.051453, 4.036387, 0.986274], [-2.720924, -0.493590, 0.925616], [-3.291494, 0.461693, 1.744304], [-3.635694, -0.115848, 1.030473], [-0.197019, -3.021325, -0.912212], [0.469432, -4.201757, -0.591626], [-0.005448, -3.868613, -1.370903], [-2.161128, 3.967099, 1.051186], [-2.872676, 2.762340, 0.704012], [-2.907218, 3.435180, 1.377018], [0.832917, -4.245193, 2.151770], [1.349376, -2.994433, 1.613738], [1.687487, -3.864114, 1.918054]],
  "atomic_forces_ev_per_a": [[0.59, -0.65, 0.11], [-0.51, 1.20, -0.13], [-0.29, 0.34, -0.05], [-1.01, 0.12, -1.23], [0.48, -0.54, -0.51], [0.21, 0.16, 0.16], [-0.30, 0.12, 0.31], [0.06, -1.64, 0.65], [0.33, -0.48, -0.03], [0.14, -0.08, 0.40], [0.46, -0.03, 0.37], [0.37, 0.11, 0.07], [-0.45, 0.61, -0.52], [0.54, 0.89, 0.20], [-0.29, -0.04, 0.16], [0.76, -0.25, -0.21], [-0.40, 0.25, 0.08], [-0.30, -0.04, 0.62], [0.10, 0.18, 0.47], [0.13, -0.13, -0.94], [-0.13, 0.16, 0.05], [-0.37, 0.39, -0.16], [0.20, -0.32, 0.12], [-0.66, -0.28, -0.44], [-1.01, 0.07, -0.26], [1.42, 0.30, 0.66], [-0.50, -0.02, -0.62], [0.15, -0.69, -0.43], [0.33, 0.66, 1.16], [0.05, 0.16, 0.60], [-0.45, -0.91, -0.22], [0.41, 0.63, -0.30], [0.16, -0.32, 0.12], [0.11, -0.12, -0.36], [-0.32, 0.18, 0.12]]
}

***

{
  "formula": "C4H20NO8",
  "method": "ωB97M-V/def2-TZVPD",
  "charge": -1,
  "species": ["C", "N", "C", "C", "C", "O", "O", "H", "H", "H", "H", "H", "H", "H", "H", "H", "H", "O", "H", "H", "O", "H", "H", "O", "H", "H", "O", "H", "H", "O", "H", "H", "O"],
  "coordinates": [[0.034445, 1.204672, 1.017399], [-0.730451, 0.308469, 1.676874], [-1.319236, -2.065818, 2.128869], [-0.978824, -0.983017, 1.020947], [-2.305245, -0.916637, 0.206429], [-3.514417, -0.992978, 0.957147], [0.628850, 1.120889, -0.084932], [0.455689, 2.066669, 1.495791], [-3.436248, -1.142503, 1.890011], [-0.677296, -2.868342, 2.158150], [-2.390501, -2.455982, 1.826378], [-1.358422, -1.874200, 3.192905], [0.014059, -1.280827, 0.343965], [-2.212561, -1.866827, -0.501271], [-2.361177, -0.023113, -0.414054], [1.669686, -1.793691, -1.081237], [0.711228, -0.530970, -1.113415], [1.072412, -1.218427, -1.596088], [-2.477607, 2.548578, 0.557464], [-1.407342, 2.965031, -0.441235], [-2.224433, 3.344101, -0.103788], [2.285070, 1.280147, -0.194195], [3.655538, 1.982929, -0.498135], [3.230916, 1.188653, -0.052875], [2.744672, -1.811855, 1.069996], [1.171990, -1.845475, 0.950880], [1.955160, -2.468329, 1.250135], [0.973962, 0.645257, -3.220264], [1.639722, -0.730600, -3.359370], [1.252123, -0.014623, -3.785420], [1.197889, 3.154972, -2.384418], [0.986385, 2.380063, -1.119434], [1.713964, 2.693784, -1.793210]],
  "atomic_forces_ev_per_a": [[-0.87, -2.46, 2.43], [1.42, 1.92, -1.22], [-2.74, 0.25, -1.41], [0.75, 0.60, 1.03], [1.12, -2.28, -1.47], [-0.57, 0.64, -1.39], [-0.68, -1.25, -2.49], [-0.93, 0.88, 1.57], [0.69, 0.17, 0.48], [1.63, -2.06, -0.70], [2.47, -0.03, 0.92], [-0.10, 1.41, 0.09], [-3.37, 0.51, 1.32], [-0.63, 1.80, 1.12], [0.11, -0.03, 0.02], [-0.64, 0.82, 0.04], [-0.68, 2.64, 2.08], [1.70, -3.92, -1.79], [0.69, 2.74, -2.06], [0.27, 0.12, -0.23], [-0.91, -2.97, 2.34], [-0.46, 0.04, -0.05], [-1.12, -1.64, 0.75], [2.29, 1.24, -0.37], [-2.11, -1.89, 0.67], [2.11, -1.91, 1.22], [0.45, 3.72, -1.59], [-0.40, 1.65, 2.30], [0.58, -1.31, 1.85], [-0.17, 0.25, -4.94], [-1.45, 1.86, -2.45], [2.00, 0.04, -1.01], [-0.45, -1.55, 2.94]]
}

***

{
  "formula": "C4H21N2O6",
  "method": "ωB97M-V/def2-TZVPD",
  "charge": -1,
  "species": ["N", "C", "C", "N", "C", "C", "O", "H", "H", "H", "H", "H", "H", "H", "H", "H", "H", "H", "H", "H", "O", "H", "H", "O", "H", "H", "O", "H", "H", "O", "H", "H", "O"],
  "coordinates": [[-0.287431, 1.406379, -1.997993], [1.089544, 1.339660, -1.429321], [1.607235, -0.027711, -0.959491], [1.086897, -0.342984, 0.377920], [1.563996, -1.663472, 0.820944], [1.302783, -1.832403, 2.297696], [2.056522, -2.484896, 2.987997], [-0.231222, 1.044133, -2.945305], [-1.042203, 3.059603, -0.883331], [1.747930, 1.698808, -2.225608], [1.114087, 2.036837, -0.588547], [2.703907, -0.005367, -0.893082], [1.314743, -0.781543, -1.699251], [0.073785, -0.369443, 0.280532], [2.640585, -1.728770, 0.643673], [1.106053, -2.482054, 0.247915], [0.423320, -1.340851, 2.724995], [-2.718922, 1.529812, 2.092974], [-0.889260, 2.947588, 0.619068], [-2.608286, 1.600545, 1.358038], [-1.165398, 3.575040, -0.055733], [-1.282675, -1.482853, -1.929199], [-1.406029, -3.028271, -2.391896], [-0.948690, -2.192516, -2.582733], [-3.230589, -0.908319, 1.685765], [-2.408401, -1.139577, 0.408054], [-2.622503, -1.575334, 1.325147], [3.007807, 0.820764, 2.531027], [1.748483, 0.990175, 1.694760], [2.307027, 1.453018, 2.365004], [-2.956267, -0.342185, -1.367886], [-1.004910, 0.779651, -1.554944], [-2.091930, -0.553458, -0.957184]],
  "atomic_forces_ev_per_a": [[0.20, -0.41, 0.04], [-0.79, -0.15, -0.24], [-0.22, 0.47, -0.02], [0.06, -0.28, -0.34], [-0.41, 0.59, -0.21], [0.88, -0.70, -0.07], [-0.38, 0.22, 0.02], [-0.10, 0.12, -0.01], [-0.01, 0.16, 0.22], [0.09, 0.14, 0.24], [0.33, 0.03, -0.02], [-0.13, 0.04, -0.03], [0.05, -0.15, 0.00], [-0.19, -0.09, 0.18], [-0.02, 0.02, 0.16], [-0.10, -0.04, 0.14], [-0.27, 0.14, -0.02], [0.03, 0.03, -0.10], [-0.03, 0.06, 0.11], [-0.06, -0.04, 0.11], [0.08, -0.27, -0.44], [-0.60, -0.68, -0.14], [0.16, 0.77, 0.15], [0.37, -0.29, -0.14], [0.33, -0.45, 0.05], [0.01, -0.49, 0.26], [-0.28, 0.76, -0.12], [0.17, -0.08, 0.11], [0.22, 0.10, 0.16], [-0.35, -0.10, -0.31], [0.83, -0.23, 0.34], [0.68, 0.21, 0.18], [-0.54, 0.59, -0.25]]
}

***

{
  "formula": "C4H21NO7",
  "method": "ωB97M-V/def2-TZVPD",
  "smiles": "C=N/C=C/C.O.O.O.O.O.O.O",
  "species": ["C", "C", "C", "N", "C", "H", "H", "H", "H", "H", "H", "H", "H", "H", "O", "H", "H", "O", "H", "H", "O", "H", "H", "O", "H", "H", "O", "H", "H", "O", "H", "H", "O"],
  "coordinates": [[1.352522, 0.245084, 3.179807], [-0.085119, 0.281655, 2.689547], [-0.533976, -0.859873, 2.173865], [-1.806166, -0.804365, 1.535122], [-2.126105, -1.709662, 0.719192], [1.964431, -0.318534, 2.475860], [1.400229, -0.428410, 4.044111], [1.827352, 1.192796, 3.405701], [-0.679777, 1.155889, 2.903439], [0.072626, -1.747790, 1.979432], [-1.601875, -2.649041, 0.491373], [-3.099805, -1.688617, 0.236917], [0.732775, -1.504067, -0.161780], [1.282685, -1.913918, -1.479802], [1.567226, -1.782214, -0.562830], [-3.256038, 0.145362, -0.973018], [-2.061519, 0.750592, -1.574545], [-2.647016, -0.025642, -1.700325], [-1.595693, 1.823530, 0.490859], [-0.546399, 2.359974, -0.391166], [-1.484143, 2.109353, -0.426116], [0.292993, -0.047761, -3.571182], [1.654293, 0.608381, -3.413967], [0.840019, 0.685389, -3.921273], [-0.572659, -0.345285, -2.032225], [-1.287315, -1.551057, -2.503959], [-0.387952, -1.212032, -2.410930], [1.577157, 2.612683, 1.610982], [1.840053, 1.476862, 0.614826], [1.133273, 2.068498, 0.955332], [2.613351, -0.498708, -0.218219], [3.605627, 0.456228, -0.810032], [3.020756, 0.391985, -0.047271]],
  "atomic_forces_ev_per_a": [[-0.20, -0.95, 0.28], [1.77, -1.07, 0.96], [-1.41, 1.04, -1.35], [0.31, -0.18, 0.23], [-0.85, -0.82, 0.04], [0.13, 0.42, -0.32], [-0.04, 0.51, 0.36], [-0.14, 0.04, 0.06], [-0.29, -0.09, -0.39], [0.11, 0.12, 0.32], [0.59, 0.30, 0.23], [0.00, 0.28, 0.02], [0.09, -0.01, 0.15], [0.05, -0.01, 0.01], [-0.23, -0.24, -0.01], [-0.17, -0.24, -0.10], [-0.30, 0.02, -0.02], [-0.07, 0.54, 0.06], [-0.28, -0.21, -0.05], [0.01, 0.09, -0.16], [0.53, 0.09, 0.29], [0.41, 0.28, -0.58], [0.04, 0.11, -0.10], [-0.16, -0.22, 0.27], [0.04, -0.07, 0.32], [-0.04, -0.06, -0.04], [-0.04, -0.22, -0.07], [-0.05, 0.12, -0.06], [-0.14, 0.19, -0.09], [0.10, 0.16, -0.28], [-0.08, 0.49, 0.32], [0.15, 0.46, 0.15], [0.15, -0.84, -0.46]]
}

***

Across the entries above, LUMO energy takes the values 2.727, 3.180, 3.301, 0.335 eV, respectively.
Across the entries above, HOMO-LUMO gap takes the values 9.448, 8.594, 9.016, 9.536 eV, respectively.
Across the entries above, ΔE to the lowest compared entry with this formula, charge and spin takes the values 1.531, 4.241, 1.518, 1.724 eV, respectively.